1.
Molecular formula: C23H23BrClFN2O4PdS
Method: DFT, ωB97M-V/def2-TZVPD

Computed properties:
HOMO = 0.62 eV
Lowest unoccupied orbital energy = 4.0 eV
ΔE to the lowest compared entry with this formula, charge and spin = 0.0 kcal per mole
Total charge = -2
Electronic energy = -134992.385 eV
Molar mass = 664.3 g mol⁻¹
Kohn-Sham gap = 3.41 eV
F_max = 1.920 eV/A

Positions of all 57 atoms, in Å:
Pd 1.83735 -0.29641 -0.93124
Br -2.72635 1.05919 5.06056
C -1.32625 0.62639 3.81306
C -0.05025 0.35599 4.28996
C 0.96665 0.11849 3.40576
C 0.77725 0.16559 1.98436
C -0.58185 0.34039 1.56436
C -1.59705 0.58989 2.44636
N 1.77395 0.14949 1.09966
C 3.08375 0.34189 1.49576
C 4.07765 0.39859 0.56116
C 5.45845 0.64209 0.87776
C 6.39435 0.66719 -0.10454
C 6.00275 0.45469 -1.44274
C 4.65815 0.24239 -1.69914
N 3.72525 0.21499 -0.77054
H 0.13725 0.34109 5.35866
H 1.93785 -0.13861 3.79866
H -0.81255 0.27189 0.51146
H -2.60205 0.77689 2.08566
H 3.31345 0.57419 2.53116
H 5.72025 0.79749 1.91766
H 7.44145 0.83719 0.12896
H 6.72835 0.47169 -2.24484
H 4.31535 0.09309 -2.71574
F 1.94705 -0.67711 -2.93124
C -4.30075 -1.71031 1.19456
C -4.14655 -1.35561 -0.25084
C -5.04915 -0.51211 -0.88094
C -4.87205 -0.18991 -2.21374
Cl -6.04905 0.82489 -2.99814
C -3.78695 -0.65221 -2.92784
C -2.87115 -1.49091 -2.30184
C -3.05585 -1.87601 -0.97774
O -2.31185 -2.77991 -0.31184
C -1.14735 -3.32071 -0.90144
C 0.09505 -2.36591 -0.83154
O 1.17805 -2.89611 -0.59574
O -0.14485 -1.15521 -1.02474
H -5.16565 -1.21191 1.62786
H -3.40585 -1.40951 1.73716
H -4.40645 -2.78761 1.31926
H -5.89125 -0.11331 -0.33444
H -3.64715 -0.36991 -3.95974
H -1.99555 -1.80001 -2.84604
H -1.32505 -3.60061 -1.94704
H -0.92355 -4.22661 -0.33344
C 0.44905 3.21009 0.16646
S 0.88925 3.20309 -1.62164
C -0.35405 1.94359 -2.10374
O 2.18575 2.52829 -1.69214
H -0.49055 3.73009 0.31796
H 1.25045 3.71049 0.70056
H 0.39245 2.17559 0.49346
H -1.27105 2.08279 -1.54404
H 0.11975 0.97159 -1.88204
H -0.54825 2.02519 -3.16774

2.
Molecular formula: C23H23Cl2MnN4O4
Method: DFT, ωB97M-V/def2-TZVPD

Computed properties:
Spin multiplicity = 2
HOMO (alpha / beta) = -10.83 / -10.87 eV
Lowest unoccupied orbital energy (alpha / beta) = -5.2 / -5.3 eV
ΔE to the lowest compared entry with this formula, charge and spin = 0.0 kcal per mole
Total charge = +1
Electronic energy = -94734.273 eV
Molar mass = 545.3 g mol⁻¹
Kohn-Sham gap (alpha / beta) = 5.61 / 5.56 eV
F_max = 1.097 eV/A

Positions of all 57 atoms, in Å:
Mn 0.03403 0.39571 -0.42748
Cl 6.61096 -0.58808 -1.44406
C 5.10201 -0.13164 -0.76501
C 3.94149 -0.56360 -1.35737
C 2.70862 -0.17889 -0.80884
N 1.45467 -0.53894 -1.23633
C 1.19694 -1.37423 -2.29808
O 1.99108 -2.04740 -2.91008
C -0.26377 -1.35645 -2.65494
C -0.71102 -2.09077 -3.73918
C -2.04813 -2.01441 -4.08817
C -2.88595 -1.20191 -3.34046
C -2.35950 -0.50765 -2.26596
N -1.07343 -0.58076 -1.91355
C 2.67198 0.63599 0.34696
C 3.86684 1.05183 0.95245
C 5.06453 0.67764 0.39632
Cl 6.52750 1.20088 1.12537
N 1.39185 0.90679 0.75821
C 1.05685 1.57803 1.91178
O 1.79083 1.88369 2.82030
C -0.40648 1.92339 1.92653
C -0.92816 2.66289 2.97363
C -2.26653 3.01668 2.93408
C -3.02883 2.62357 1.84408
C -2.42938 1.87950 0.84358
N -1.14451 1.52165 0.87952
H 3.97761 -1.18967 -2.23361
H 0.00177 -2.69138 -4.28588
H -2.42967 -2.57037 -4.93341
H -3.93364 -1.09873 -3.58310
H -2.99434 0.13535 -1.66999
H 3.84562 1.66338 1.83959
H -0.27256 2.94824 3.78380
H -2.70693 3.59525 3.73447
H -4.07304 2.88834 1.76295
H -2.99851 1.56359 -0.02142
C 1.52472 -2.17688 1.69983
C 0.09496 -2.42446 1.29508
O -0.59848 -1.22368 0.85686
C -2.02278 -1.40686 1.00739
C -2.49010 -1.19726 2.43443
H 1.91193 -3.10355 2.12502
H 1.59543 -1.40434 2.46600
H 2.15939 -1.91549 0.85975
H -0.45599 -2.80461 2.15522
H 0.02318 -3.16192 0.48989
H -2.28165 -2.40156 0.63493
H -2.49925 -0.67977 0.35527
H -2.18660 -2.00063 3.10329
H -3.57959 -1.15411 2.45169
H -2.10561 -0.25512 2.82665
C -0.71572 2.68232 -1.92831
O 0.27546 1.78699 -1.51027
H -0.28117 3.33374 -2.68931
H -1.07576 3.31368 -1.10841
H -1.57315 2.16601 -2.38169

3.
Molecular formula: C23H23Cl2O2PRhSSe4
Method: DFT, ωB97M-V/def2-TZVPD

Computed properties:
HOMO (alpha / beta) = -4.32 / -4.32 eV
Lowest unoccupied orbital energy (alpha / beta) = 2.0 / 2.0 eV
ΔE to the lowest compared entry with this formula, charge and spin = 34.3 kcal per mole
Total charge = -1
Electronic energy = -337885.513 eV
Molar mass = 884.1 g mol⁻¹
Kohn-Sham gap (alpha / beta) = 6.36 / 6.36 eV
F_max = 0.258 eV/A

Positions of all 57 atoms, in Å:
Rh -0.39735 -0.24094 -0.77407
Se 1.52626 -1.65789 -1.49236
P 2.47403 1.43076 -1.30943
Se 0.33845 1.68905 -1.98520
C 2.29747 1.19302 0.51819
C 1.12926 1.41128 1.24447
C 1.05060 1.05544 2.58459
C 2.14649 0.50180 3.22223
C 3.32438 0.30492 2.51510
C 3.39469 0.63637 1.17466
C 3.02728 3.18568 -1.35660
C 4.10204 3.51387 -2.17657
C 4.56389 4.82019 -2.24858
C 3.95489 5.80892 -1.49510
C 2.88062 5.49095 -0.67681
C 2.41922 4.19047 -0.61001
H 0.27291 1.87444 0.76342
H 0.12172 1.20886 3.11783
H 2.08599 0.21533 4.26437
H 4.18144 -0.13830 3.00543
H 4.30031 0.43178 0.61582
H 4.57665 2.73652 -2.76323
H 5.39985 5.06302 -2.89257
H 4.31256 6.82883 -1.54657
H 2.39941 6.26310 -0.09099
H 1.57407 3.94529 0.01960
O -5.95229 0.43879 -2.70763
C -5.79302 -0.44638 -1.60729
C -4.30671 -0.57531 -1.25413
C -4.21443 -1.52985 -0.05291
O -4.78529 -1.01386 1.13116
C -3.74917 0.83485 -0.98015
Se -2.27908 0.93336 0.30716
C -3.57221 -1.24436 -2.41938
Se -1.61018 -1.06909 -2.64047
H -6.87223 0.41625 -2.97743
H -6.19794 -1.43742 -1.85717
H -6.32701 -0.06358 -0.72797
H -3.16844 -1.79909 0.11540
H -4.75923 -2.44876 -0.29299
H -4.15333 -0.34512 1.44142
H -4.53900 1.48637 -0.60510
H -3.38391 1.26641 -1.91369
H -3.96311 -0.85041 -3.35908
H -3.75873 -2.32054 -2.39023
Cl -0.61501 -2.02554 1.30825
C 0.51946 -3.30999 1.57471
C 0.83534 -3.58098 2.89576
C 1.67798 -4.64047 3.18877
C 2.19050 -5.41463 2.16179
C 1.87393 -5.10680 0.84989
Cl 2.54711 -6.11564 -0.38740
C 1.04864 -4.03482 0.50067
S 0.66883 -3.68000 -1.18549
H 0.40777 -2.97042 3.67687
H 1.93288 -4.86333 4.21476
H 2.84073 -6.25244 2.36428

4.
Molecular formula: C23H23CrN3O7SSi
Method: DFT, ωB97M-V/def2-TZVPD

Computed properties:
Spin multiplicity = 5
HOMO (alpha / beta) = -1.87 / -2.17 eV
Lowest unoccupied orbital energy (alpha / beta) = 4.5 / 4.5 eV
ΔE to the lowest compared entry with this formula, charge and spin = 0.0 kcal per mole
Total charge = -2
Electronic energy = -90168.870 eV
Molar mass = 565.6 g mol⁻¹
Kohn-Sham gap (alpha / beta) = 6.34 / 6.64 eV
F_max = 2.178 eV/A

Positions of all 59 atoms, in Å:
Cr 10.12468 9.61913 10.14048
O 14.50407 7.88146 14.04994
C 13.40717 8.09413 13.24492
C 12.56307 7.04915 12.90631
C 11.43478 7.33623 12.21456
N 11.14825 8.60989 11.87440
C 11.93274 9.62498 12.28769
C 13.13556 9.40482 12.94374
C 11.42192 11.02956 12.11824
O 12.00886 11.91878 12.75656
O 10.42026 11.23119 11.36131
C 10.41748 6.14323 12.06942
O 10.82407 5.08222 12.60011
O 9.38616 6.40790 11.46339
H 14.58866 6.93383 14.20106
H 12.71710 6.02670 13.20756
H 13.71166 10.25983 13.27525
C 7.61670 12.46908 9.62273
C 7.51389 11.23208 8.77749
C 6.56242 11.11484 7.79006
C 6.47229 9.87584 7.12756
C 7.35644 8.83655 7.40318
C 8.38288 9.07960 8.33793
N 8.41925 10.28273 8.97434
N 9.37367 8.28591 8.70360
Si 9.85798 6.74084 8.11382
C 8.60473 5.45832 8.63969
C 9.96804 6.87231 6.22806
C 11.59334 6.45206 8.77935
H 8.28724 12.24637 10.46655
H 6.63962 12.81921 9.93988
H 8.12337 13.27498 9.09922
H 5.85090 11.92494 7.56512
H 5.63943 9.70587 6.46644
H 7.29144 7.89055 6.89435
H 7.52262 5.73464 8.38127
H 8.73884 5.37190 9.70339
H 8.83903 4.47250 8.20407
H 8.96856 7.01294 5.81144
H 10.42230 5.98667 5.77817
H 10.52259 7.77534 5.99690
H 11.72919 5.63323 9.47700
H 11.85682 7.35793 9.32698
H 12.31445 6.36974 7.94902
O 16.20264 7.05274 4.85315
C 16.45803 8.23896 5.46477
O 17.61007 8.61049 5.49861
C 15.37196 8.96619 6.08616
C 14.02929 8.55248 6.00683
C 13.06396 9.10593 6.77263
C 13.35918 10.11669 7.71647
S 12.24001 10.77175 8.81165
C 14.70171 10.59545 7.72172
C 15.66500 10.04738 6.92446
H 15.25541 6.84502 5.01976
H 13.73997 7.73772 5.34178
H 12.04688 8.72974 6.76033
H 14.94095 11.40981 8.39695
H 16.70344 10.37418 6.96133

What is the electronic energy in the fourth record? -90168.870 eV

Number 3 is which compound? C23H23Cl2O2PRhSSe4